{
  "formula": "C8H21N2P2",
  "method": "ωB97M-V/def2-TZVPD",
  "multiplicity": 1,
  "homo_lumo_gap_ev": 8.846,
  "smiles": "C=C[C@@H](C)N[C@H](C)[C@@H](C)[NH+]=[PH2]P",
  "de_lowest_kcal_mol": 22.8,
  "total_charge": 1,
  "lumo_energy_ha": -0.1186,
  "species": ["C", "C", "C", "C", "N", "C", "C", "C", "C", "N", "P", "P", "H", "H", "H", "H", "H", "H", "H", "H", "H", "H", "H", "H", "H", "H", "H", "H", "H", "H", "H", "H", "H"],
  "coordinates": [[2.1224, -1.7760, -0.7982], [0.9711, -1.4616, -1.2823], [0.5859, -0.0263, -1.5853], [0.8553, 0.4083, -3.0517], [-0.7582, 0.1641, -1.2886], [-1.1077, 1.1232, -0.2891], [-0.5479, 2.6119, -0.4941], [-0.6958, 0.5701, 1.0786], [-1.1547, 1.5761, 2.1222], [-1.3030, -0.7702, 1.3040], [-0.3495, -2.0464, 1.5114], [1.5581, -1.6257, 2.2380], [2.5952, -2.8265, -0.6035], [2.8797, -1.0163, -0.4381], [0.1955, -2.1436, -1.4204], [1.2234, 0.5037, -0.9570], [0.5189, 1.3871, -3.1560], [0.1564, -0.2332, -3.7209], [1.8869, 0.3206, -3.2582], [-1.3914, 0.2267, -2.0157], [-2.1658, 1.2993, -0.2367], [-0.9078, 3.3162, 0.2278], [-1.0262, 3.0144, -1.4351], [0.4743, 2.7306, -0.4016], [0.3784, 0.4385, 1.1686], [-0.5071, 2.3259, 2.3367], [-1.1771, 1.1638, 3.0504], [-2.0342, 2.1711, 1.8917], [-2.2565, -0.9787, 0.8993], [-0.5274, -3.0512, 0.4837], [-0.9976, -2.7780, 2.4827], [0.8078, -1.5826, 3.4455], [1.6986, -3.0351, 2.1920]],
  "forces_ev_per_angstrom": [[4.7, -1.8, 2.2], [-0.8, 1.7, -0.9], [0.8, -1.4, -2.2], [-1.8, -2.9, 0.4], [-1.7, 0.5, 2.2], [1.7, 1.4, 0.7], [-3.1, -0.9, -1.1], [-1.3, 1.2, 0.1], [-1.1, -0.5, -1.6], [-1.0, 0.8, -0.7], [-2.2, -2.1, -1.1], [0.9, 0.4, 0.3], [-1.5, 1.7, -0.5], [-1.0, -0.5, -0.9], [-1.0, -1.4, -0.8], [0.9, 1.6, 1.1], [-0.4, 1.9, -0.2], [1.5, 0.9, 0.8], [1.0, -0.2, -0.7], [-0.9, 0.0, -2.1], [-0.8, -0.5, -0.2], [-0.6, 0.1, 0.8], [1.1, -0.6, 0.6], [2.3, -0.1, -0.6], [0.2, 0.1, -0.2], [2.8, 2.3, -0.2], [-0.9, -1.7, 2.7], [-0.6, -0.7, -0.1], [1.5, 0.6, 0.6], [0.7, 0.8, 0.3], [0.0, -0.3, 0.6], [0.5, -0.1, 0.3], [0.1, -0.1, 0.3]],
  "lowdin_charge": [-0.09, -0.21, -0.42, 0.00, -0.01, -0.32, -0.01, -0.38, -0.04, -0.22, 0.62, 0.71, 0.11, 0.08, 0.08, 0.11, 0.05, 0.13, 0.07, 0.10, 0.14, 0.06, 0.11, 0.05, 0.08, 0.05, 0.05, 0.10, 0.16, 0.03, -0.01, -0.09, -0.08]
}